Formula: C5H6O
Source: OMol25
Level of theory: the ωB97M-V functional and the def2-TZVPD basis

**Relative energy (zero: lowest compared OMol25 entry of this formula, charge and spin)**: 304.68 kJ/mol
**F_max**: 0.583 eV/Å
**Energy**: -7326.127 eV
**LUMO level**: 0.9 eV

```
! RIJCOSX wB97M-V def2-TZVPD def2/J DEFGRID3
* xyz 0 1
C -2.13985 -0.98141 -1.27075
C -1.10991 -0.50240 -0.86974
C -0.19420 0.07449 0.10553
C 0.76249 1.26496 -0.04797
O 1.72147 0.61229 0.79988
C 1.02721 -0.64077 0.70118
H -3.13250 -1.35120 -1.40434
H -0.87694 0.32067 0.92023
H 1.16536 1.47645 -1.04661
H 0.37111 2.18743 0.39420
H 0.85801 -1.11219 1.67590
H 1.54776 -1.34832 0.04247
*
```


Formula: C5H6O
Source: OMol25
Level of theory: the ωB97M-V functional and the def2-TZVPD basis

**Relative energy (zero: lowest compared OMol25 entry of this formula, charge and spin)**: 393.33 kJ/mol
**F_max**: 0.467 eV/Å
**Energy**: -7325.208 eV
**LUMO level**: -0.7 eV

```
! RIJCOSX wB97M-V def2-TZVPD def2/J DEFGRID3
* xyz 0 1
C -0.98796 -1.57798 -0.27494
C -0.72039 -0.09872 -0.14354
C 1.20434 0.51476 1.26677
C 1.02534 1.67359 0.36035
C 0.72953 0.32150 -0.15508
O -1.59715 0.71427 0.04664
H -2.04034 -1.76928 -0.05805
H -0.35530 -2.13559 0.42534
H -0.75373 -1.92699 -1.28642
H 1.94788 2.19374 0.10913
H 0.16492 2.32285 0.53748
H 1.38285 -0.23216 -0.82768
*
```


Formula: C5H6O
Source: OMol25
Level of theory: the ωB97M-V functional and the def2-TZVPD basis

**Relative energy (zero: lowest compared OMol25 entry of this formula, charge and spin)**: 478.11 kJ/mol
**F_max**: 0.463 eV/Å
**Energy**: -7324.329 eV
**LUMO level**: 0.5 eV

```
! RIJCOSX wB97M-V def2-TZVPD def2/J DEFGRID3
* xyz 0 1
C -1.35591 0.51257 0.49316
C -0.65549 1.49684 1.13970
C 0.74908 0.86641 0.90920
C -0.23954 -0.21746 0.94069
C 0.37177 -1.01161 -1.76449
O 1.45063 -0.49752 -1.90872
H -2.38181 0.30822 0.22323
H 1.49024 0.93852 1.70563
H 1.15014 1.12368 -0.06953
H -0.25471 -1.00485 1.69844
H -0.56203 -0.52846 -2.11185
H 0.23765 -1.98634 -1.25547
*
```


Formula: C5H6O
Source: OMol25
Level of theory: the ωB97M-V functional and the def2-TZVPD basis

**Relative energy (zero: lowest compared OMol25 entry of this formula, charge and spin)**: 469.58 kJ/mol
**F_max**: 0.713 eV/Å
**Energy**: -7324.418 eV
**LUMO level**: -1.0 eV

```
! RIJCOSX wB97M-V def2-TZVPD def2/J DEFGRID3
* xyz 0 1
C -0.61180 1.25924 -0.86948
C -0.00926 0.07463 -0.23806
C 1.13562 -0.84320 -0.51979
O 0.99990 -1.38725 0.81301
C -0.12818 -0.52280 0.98471
C -1.09130 -0.32027 1.97440
H -1.59892 1.45227 -0.44264
H -0.66326 1.18321 -1.95934
H 0.03053 2.11834 -0.62909
H 2.10028 -0.35907 -0.71952
H 0.93348 -1.61560 -1.27265
H -0.93763 -1.00012 2.83294
*
```


Formula: C5H6O
Source: OMol25
Level of theory: the ωB97M-V functional and the def2-TZVPD basis

**Relative energy (zero: lowest compared OMol25 entry of this formula, charge and spin)**: 125.28 kJ/mol
**F_max**: 1.110 eV/Å
**Energy**: -7327.986 eV
**LUMO level**: 1.0 eV

```
! RIJCOSX wB97M-V def2-TZVPD def2/J DEFGRID3
* xyz 0 1
O -1.64736 2.83241 0.37546
C -0.82688 2.49564 -0.33130
C -1.13813 -0.81553 -0.73195
C -0.53778 -0.81480 0.45875
C 1.80812 -0.26738 -0.10132
C 0.77290 -0.19653 0.73596
H -2.08271 -1.32681 -0.89654
H -0.70981 -0.29045 -1.58273
H -1.02235 -1.30847 1.30081
H 1.72207 -0.79544 -1.04807
H 2.77463 0.17252 0.12800
H 0.88730 0.31486 1.69294
*
```


Formula: C5H6O
Source: OMol25
Level of theory: the ωB97M-V functional and the def2-TZVPD basis

**Relative energy (zero: lowest compared OMol25 entry of this formula, charge and spin)**: 314.41 kJ/mol
**F_max**: 0.807 eV/Å
**Energy**: -7326.026 eV
**LUMO level**: 0.9 eV

```
! RIJCOSX wB97M-V def2-TZVPD def2/J DEFGRID3
* xyz 0 1
C -0.94632 -1.96253 1.56344
C -0.43356 -1.21644 0.76824
C 0.00792 0.05196 0.21068
C -0.62872 0.75351 -1.00619
O 0.64315 1.30376 -1.37827
C 1.34112 0.46642 -0.44423
H -1.39583 -2.40073 2.42199
H -0.10289 0.62664 1.13007
H -1.03063 0.10594 -1.79951
H -1.37373 1.51769 -0.76050
H 1.96837 1.04902 0.23872
H 1.95112 -0.29525 -0.94445
*
```


Formula: C5H6O
Source: OMol25
Level of theory: the ωB97M-V functional and the def2-TZVPD basis

**Relative energy (zero: lowest compared OMol25 entry of this formula, charge and spin)**: 374.69 kJ/mol
**F_max**: 3.122 eV/Å
**Energy**: -7325.401 eV
**LUMO level**: 0.7 eV

```
! RIJCOSX wB97M-V def2-TZVPD def2/J DEFGRID3
* xyz 0 1
O 1.86301 1.09807 1.47698
C 0.67134 1.24277 1.60418
C -0.35173 0.48267 0.79348
C 0.29187 -0.40215 -0.31250
C -0.61565 -1.06789 -1.17650
C -1.38587 -1.16177 -2.12973
H 0.26726 1.95333 2.36012
H -1.09890 1.18385 0.40445
H -0.92674 -0.12247 1.53202
H 0.56077 -0.14994 -1.44388
H 1.23037 -0.83518 0.02502
H -2.19466 -1.83637 -2.26618
*
```


Formula: C5H6O
Source: OMol25
Level of theory: the ωB97M-V functional and the def2-TZVPD basis

**Relative energy (zero: lowest compared OMol25 entry of this formula, charge and spin)**: 388.73 kJ/mol
**F_max**: 1.568 eV/Å
**Energy**: -7325.256 eV
**LUMO level**: 0.9 eV

```
! RIJCOSX wB97M-V def2-TZVPD def2/J DEFGRID3
* xyz 0 1
O -1.09613 2.31760 0.06552
C -0.63936 1.21111 0.01640
C -1.10139 -0.11474 -0.63035
C 0.00697 -0.80333 0.19817
C 1.49746 -0.07118 -0.27149
C 0.49538 0.50470 0.70309
H -2.09881 -0.39541 -0.27883
H -1.06732 -0.15578 -1.72492
H -0.07072 -1.71759 0.76381
H 0.97143 -0.90046 -0.89140
H 2.30392 -0.52135 0.31459
H 0.79855 0.64642 1.73540
*
```